No. 1
ORCA calculation (ωB97M-V/def2-TZVPD) on the molecule C4H5BrO.

```
11
Properties=species:S:1:pos:R:3:forces:R:3:mulliken_charge:R:1
C 0.839799 -1.643977 -0.260034 1.84 0.83 0.43 -0.60
C 1.220660 -0.386086 -0.230230 -2.75 2.05 -1.31 0.06
Br 2.946304 0.251314 0.000954 0.63 0.09 -0.14 -0.14
C 0.179939 0.784670 -0.560304 1.32 -2.55 1.92 -0.10
C -0.809362 1.174522 0.412961 0.93 -0.29 0.22 -0.38
O -1.212357 0.453997 -0.758161 1.25 0.65 0.42 -0.43
H 1.633721 -2.360712 -0.282977 -0.24 -0.89 0.39 0.28
H -0.188051 -1.776361 -0.113747 -1.36 -0.88 -0.55 0.31
H 0.681741 1.602479 -0.993589 0.09 0.73 -1.61 0.43
H -0.718853 0.753737 1.384027 -0.66 -1.13 0.56 0.27
H -0.936721 2.213097 0.479209 -1.05 1.39 -0.34 0.29
```
Positions in Å, forces in eV/Å.

Properties
HOMO in eV: -9.50
Kohn-Sham gap in eV: 10.35
Energy relative to the best compared isomer or geometry (same formula, charge and spin) in kcal per mole: 42.5
Max |F| in eV/A: 3.7
E in eV: -76316.1579

No. 2
ORCA calculation (ωB97M-V/def2-TZVPD) on the molecule C5H9NS.

```
16
Properties=species:S:1:pos:R:3:forces:R:3:mulliken_charge:R:1
S 3.538396 0.032283 -0.204583 -0.18 -0.36 0.10 -0.18
N 1.897632 -0.347780 0.159199 0.33 -0.11 -0.51 -0.27
C 1.159376 0.647936 0.392222 -0.76 0.63 1.44 -0.40
C -0.337113 0.494528 0.727437 0.74 1.57 -0.19 0.24
C -0.878708 -0.919848 0.635750 0.59 -0.42 -1.38 -0.81
C -1.354612 -0.551257 -0.816575 -0.22 -1.59 0.29 -0.51
C -1.212399 0.917052 -0.515602 -0.24 0.27 0.06 -0.80
H 3.948164 -1.245816 -0.318844 -0.12 0.23 0.03 0.15
H 1.596272 1.666386 0.519419 -0.45 -0.38 -0.41 0.39
H -0.623788 1.053584 1.640918 0.63 -0.22 -0.34 0.42
H -1.683595 -1.049925 1.356907 0.04 -0.39 -0.16 0.30
H -0.118636 -1.729406 0.594167 -0.62 0.48 0.68 0.31
H -0.589048 -0.847990 -1.543538 -0.42 -0.32 0.09 0.23
H -2.353746 -0.952922 -1.034315 0.37 0.26 -0.50 0.34
H -0.781942 1.535282 -1.314310 0.06 -0.05 0.38 0.31
H -2.206258 1.297893 -0.278247 0.25 0.42 0.43 0.29
```
Positions in Å, forces in eV/Å.

Properties
HOMO in eV: -8.89
Kohn-Sham gap in eV: 9.85
Energy relative to the best compared isomer or geometry (same formula, charge and spin) in kcal per mole: 40.3
Max |F| in eV/A: 1.7
E in eV: -17654.4475

No. 3
ORCA calculation (ωB97M-V/def2-TZVPD) on a 11-piece molecular cluster, C5H30NO12 overall.

```
48
Properties=species:S:1:pos:R:3:forces:R:3:mulliken_charge:R:1
C -0.489610 -0.737519 -1.059665 -1.73 -0.14 -2.35 -0.10
N 0.190769 0.305706 -0.328645 -1.82 -0.13 -0.47 1.21
C -0.550732 1.356716 0.283156 4.73 -0.59 0.31 -0.52
O 0.124984 2.082437 1.042130 -2.06 -0.06 -0.79 -0.77
C 0.482646 -1.844545 -1.656465 -0.20 1.86 -0.28 -0.25
C 1.174964 -2.517955 -0.476798 -1.39 -3.88 0.52 -0.27
C 2.521412 -2.067867 -0.015235 5.65 -1.37 -0.75 -0.56
O 2.539108 -0.899483 0.724907 -0.87 1.20 1.22 -0.60
H -1.315025 -1.197744 -0.495342 0.62 -0.18 0.21 -0.48
H -1.064758 -0.230623 -1.884248 0.60 -0.58 0.30 0.09
H 1.011523 -0.118933 0.062750 0.38 1.24 0.71 0.11
H -1.529543 1.514637 -0.120277 -0.06 0.42 -0.16 0.48
H 1.173058 -1.321115 -2.405597 -0.54 -0.76 1.20 0.21
H -0.016770 -2.645930 -2.253430 -0.16 0.98 0.54 0.37
H 0.485442 -2.515052 0.436040 0.71 0.41 -1.04 0.02
H 1.078367 -3.704238 -0.713251 1.10 2.57 0.58 0.35
H 3.239671 -2.846708 0.604900 -2.42 1.07 -1.33 0.18
H 3.382606 -1.788967 -0.861664 -2.70 -0.88 1.36 0.29
H 3.651113 2.036020 -1.610392 -0.30 -1.63 1.65 0.37
H 3.415553 3.528335 -1.569012 1.01 -2.15 -1.60 0.32
O 3.778296 2.769772 -2.164579 -0.79 3.82 -0.12 -0.68
H -0.820460 -0.278639 2.316399 -0.90 1.01 -0.72 0.41
H -2.377354 0.812009 2.293832 -1.88 2.66 3.36 0.02
O -2.061663 0.277920 1.654135 1.10 -3.19 -3.48 -0.88
H -3.084651 0.414730 0.546140 -2.30 -0.37 -0.89 0.43
H -4.100439 -0.604162 -0.168067 -0.10 -0.99 -0.35 0.40
O -3.991245 0.330345 -0.049622 1.81 1.28 1.04 -0.86
H 1.381988 0.503226 3.138835 -1.87 -3.96 1.66 0.34
H 1.068066 1.694799 2.462251 0.83 0.08 -0.13 0.40
O 1.834482 1.234056 2.883332 1.19 3.69 -1.10 -0.72
H -2.227515 1.525869 -2.467593 0.54 -0.40 -1.08 0.27
H -3.305139 1.335807 -1.423059 -0.81 -0.76 0.63 0.41
O -2.617262 1.930503 -1.714923 0.02 1.39 0.05 -0.64
H -2.298119 -1.157661 1.434996 0.05 -1.68 0.70 0.36
H -2.454890 -2.703909 2.304028 0.64 1.92 -3.70 0.31
O -2.255775 -2.277492 1.330026 -0.62 0.02 4.32 -0.91
H 2.966975 0.871975 0.609215 0.06 -0.18 0.15 0.35
H 2.469491 2.257083 0.911330 -0.65 0.27 0.42 0.30
O 3.120204 1.797312 0.398476 0.91 0.07 -0.85 -0.60
H -0.489442 -1.643264 2.746076 -0.26 -1.30 0.05 0.26
H 1.843620 -0.840637 1.420736 0.47 -0.48 -0.12 0.28
O -0.112595 -0.783732 2.733856 2.29 -0.17 0.95 -0.72
H 0.687622 0.994110 -2.613967 -1.33 -2.15 4.67 0.32
H 1.644999 1.837245 -3.229242 3.72 2.41 0.68 0.30
O 0.895992 1.371095 -3.388353 -2.30 -0.16 -5.19 -0.68
H -2.688830 -2.426288 -1.256531 -2.30 -0.42 1.36 0.36
H -3.303969 -2.607290 0.224340 0.05 0.06 -1.93 0.48
O -3.578359 -2.578683 -0.773092 1.87 0.15 -0.19 -0.78
```
Positions in Å, forces in eV/Å.

Properties
HOMO in eV: -6.54
Kohn-Sham gap in eV: 9.16
Total charge: -1
Energy relative to the best compared isomer or geometry (same formula, charge and spin) in kcal per mole: 118.0
Max |F| in eV/A: 5.9
E in eV: -31732.0836

No. 4
ORCA calculation (ωB97M-V/def2-TZVPD) on a 2-piece molecular cluster, CH5NO2 overall.

```
9
Properties=species:S:1:pos:R:3:forces:R:3:mulliken_charge:R:1
N -0.450131 -0.640192 -1.405114 -1.24 2.36 -2.13 -0.35
C 0.376399 -0.199261 -0.456836 3.09 -3.93 0.18 0.21
O 0.791876 -1.119173 0.277162 -0.46 2.19 1.15 -0.62
H -1.014490 -1.440841 -1.161039 0.22 0.04 -0.50 0.24
H -0.528215 -0.089419 -2.280441 -0.63 -0.85 1.13 0.22
H 0.971628 0.720743 -0.579174 -0.91 0.12 0.06 0.29
O -0.481984 1.525005 1.342293 1.52 -2.72 -1.54 -0.59
H -0.100646 0.957772 2.029110 -0.45 0.73 0.05 0.31
H -0.914894 2.282005 1.612724 -1.14 2.06 1.59 0.28
```
Positions in Å, forces in eV/Å.

Properties
HOMO in eV: -9.40
Kohn-Sham gap in eV: 10.24
Energy relative to the best compared isomer or geometry (same formula, charge and spin) in kcal per mole: 25.9
Max |F| in eV/A: 5.0
E in eV: -6702.5886

no.,LUMO (eV)
1,0.85
2,0.96
3,2.62
4,0.84